1.
{
  "formula": "C5H12O2",
  "method": "ωB97M-V with the def2-TZVPD basis set",
  "homo_energy_ha": -0.3672,
  "orbital_gap_ha": 0.39892,
  "multiplicity": 1,
  "total_energy_ev": -9474.3671,
  "de_lowest_kj_mol": 74.15,
  "elements": ["O", "H", "C", "H", "H", "H", "C", "H", "H", "H", "H", "C", "C", "H", "H", "H", "H", "C", "O"],
  "positions_angstrom": [[-0.152, -0.389, 1.409], [2.810, -1.531, 0.187], [0.170, -0.450, 0.028], [2.426, -0.533, 1.600], [1.751, 0.150, -1.318], [-2.803, 1.777, 0.207], [-2.338, -0.034, -0.316], [-2.417, -0.997, 0.196], [3.613, 0.032, 0.406], [0.222, -1.523, -0.212], [-0.747, 1.277, -0.896], [1.540, 0.181, -0.239], [2.665, -0.500, 0.533], [-0.824, -0.183, -1.871], [-3.070, -0.026, -1.136], [1.478, 1.242, 0.042], [-0.724, 0.378, 1.557], [-0.919, 0.191, -0.845], [-2.682, 0.937, 0.668]],
  "forces_ev_per_a": [[-0.09, 0.20, 0.09], [-0.03, 0.14, 0.05], [0.07, -0.02, -0.28], [0.05, 0.01, -0.14], [-0.09, 0.00, 0.15], [0.02, -0.11, 0.21], [0.05, -0.28, -0.23], [0.04, 0.07, -0.15], [-0.14, -0.08, 0.01], [0.00, 0.15, 0.05], [-0.03, -0.13, -0.02], [-0.03, 0.02, -0.04], [0.03, -0.04, 0.05], [0.00, 0.00, 0.15], [0.13, 0.03, 0.15], [0.01, -0.15, -0.04], [0.03, -0.10, 0.04], [0.01, 0.00, -0.01], [-0.04, 0.28, -0.04]],
  "nbo_charge": [-0.733, 0.200, 0.104, 0.222, 0.198, 0.465, -0.073, 0.194, 0.207, 0.163, 0.195, -0.411, -0.610, 0.218, 0.166, 0.194, 0.482, -0.455, -0.729]
}

---

2.
{
  "formula": "C5H12O2",
  "method": "ωB97M-V with the def2-TZVPD basis set",
  "homo_energy_ha": -0.3697,
  "orbital_gap_ha": 0.39701,
  "multiplicity": 1,
  "total_energy_ev": -9474.3375,
  "de_lowest_kj_mol": 77.02,
  "elements": ["O", "H", "H", "C", "H", "H", "H", "H", "H", "C", "H", "H", "H", "C", "C", "O", "C", "H", "H"],
  "positions_angstrom": [[-1.457, -1.152, -2.041], [1.489, -0.197, 0.595], [-1.603, -1.490, -1.146], [-0.176, 0.991, 2.459], [-0.566, 1.908, 2.914], [0.120, -0.747, -3.221], [-0.067, 1.060, -1.561], [0.311, -2.012, 0.464], [1.538, 0.338, -1.630], [0.502, 0.155, -1.315], [0.468, -1.924, -1.955], [0.375, 2.006, 0.629], [-1.198, 1.218, 0.562], [-0.172, 1.105, 0.938], [-0.064, -0.982, -2.168], [-0.280, -1.255, 0.565], [0.462, -0.079, 0.215], [-0.798, 0.154, 2.787], [0.837, 0.833, 2.849]],
  "forces_ev_per_a": [[-0.12, -0.13, 0.27], [-0.16, -0.03, -0.06], [-0.04, 0.19, -0.09], [0.02, -0.03, 0.04], [0.04, -0.16, -0.07], [0.00, -0.05, 0.13], [0.05, -0.11, 0.03], [-0.19, 0.09, 0.07], [-0.14, -0.02, 0.04], [-0.06, 0.05, -0.05], [-0.07, 0.12, -0.04], [-0.08, -0.13, 0.02], [0.12, -0.02, 0.03], [-0.01, 0.04, -0.06], [0.45, 0.04, -0.13], [0.13, -0.23, -0.02], [0.12, 0.24, -0.01], [0.10, 0.11, -0.04], [-0.13, 0.02, -0.07]],
  "nbo_charge": [-0.726, 0.158, 0.482, -0.609, 0.210, 0.183, 0.211, 0.473, 0.210, -0.457, 0.144, 0.205, 0.208, -0.410, -0.055, -0.743, 0.099, 0.218, 0.199]
}

---

3.
{
  "formula": "C5H12O2",
  "method": "ωB97M-V with the def2-TZVPD basis set",
  "homo_energy_ha": -0.3486,
  "orbital_gap_ha": 0.38406,
  "multiplicity": 1,
  "total_energy_ev": -9471.5293,
  "de_lowest_kj_mol": 347.96,
  "elements": ["H", "H", "C", "H", "H", "C", "O", "H", "H", "H", "H", "H", "C", "O", "H", "H", "C", "C", "H"],
  "positions_angstrom": [[-0.134, 0.389, -2.462], [1.454, -1.201, -1.225], [-0.433, -0.613, -2.104], [2.354, -0.533, 1.068], [1.345, 0.429, 2.160], [1.320, -0.338, 1.381], [-1.816, -0.678, -1.846], [-0.241, -1.317, -2.919], [-0.055, 2.239, 1.535], [-1.063, 0.477, 1.854], [-1.967, -0.141, -1.054], [0.925, -1.264, 1.816], [0.428, -0.990, -0.897], [-0.842, 0.495, 0.427], [0.952, 1.007, -0.265], [0.027, -1.914, -0.457], [-0.960, 1.597, 1.566], [0.499, 0.103, 0.162], [-1.794, 2.252, 1.259]],
  "forces_ev_per_a": [[-0.09, -0.14, 0.06], [-0.13, 0.00, 0.00], [0.40, -0.05, -0.16], [-0.24, 0.05, 0.01], [0.03, -0.13, -0.12], [-0.13, 0.03, 0.00], [-0.16, 0.11, 0.12], [-0.02, 0.09, 0.08], [-0.27, -0.91, 0.56], [-0.42, 2.62, 3.20], [0.02, -0.10, -0.11], [-0.02, 0.14, -0.08], [0.03, 0.00, -0.01], [0.13, 0.84, -1.61], [0.42, -0.09, -0.13], [0.06, 0.16, -0.01], [0.20, -1.96, -1.98], [0.17, 0.19, -0.30], [0.01, -0.85, 0.49]],
  "nbo_charge": [0.150, 0.212, -0.055, 0.222, 0.219, -0.651, -0.728, 0.179, 0.187, 0.339, 0.487, 0.211, -0.444, -0.619, 0.160, 0.212, -0.388, 0.108, 0.200]
}

---

4.
{
  "formula": "C5H12O2",
  "method": "ωB97M-V with the def2-TZVPD basis set",
  "homo_energy_ha": -0.3775,
  "orbital_gap_ha": 0.40969,
  "multiplicity": 1,
  "total_energy_ev": -9472.2124,
  "de_lowest_kj_mol": 282.05,
  "elements": ["C", "H", "H", "H", "C", "O", "H", "H", "C", "C", "H", "H", "H", "H", "C", "O", "H", "H", "H"],
  "positions_angstrom": [[-1.218, 0.636, 0.290], [-0.406, 1.332, 3.376], [1.682, -1.867, -0.647], [0.932, 0.291, 0.376], [-1.580, 0.825, 1.738], [2.649, -0.078, -1.686], [-0.582, -1.307, -1.650], [-2.208, 0.387, -0.197], [-0.112, -0.227, 0.081], [1.609, -1.195, -1.531], [-0.292, -1.189, 0.668], [0.178, 0.251, -2.222], [1.637, -1.863, -2.416], [-1.616, -0.145, 2.208], [0.230, -0.593, -1.429], [-0.393, 1.475, 2.382], [-1.006, 1.437, -0.278], [2.954, 0.299, -0.742], [-2.458, 1.530, 1.679]],
  "forces_ev_per_a": [[-3.53, -1.00, 0.90], [-0.25, 0.21, -1.96], [0.93, 0.62, -0.34], [-2.54, -1.07, 0.30], [1.84, 2.43, -0.17], [-0.45, -0.97, 3.23], [0.55, -0.08, -0.64], [0.90, -0.85, 0.27], [4.79, -2.06, -1.13], [0.31, 0.54, -0.07], [0.85, 0.90, -0.75], [-0.18, -0.99, 1.67], [0.62, 0.76, 0.28], [-1.10, -0.22, 0.17], [-1.43, 0.87, 0.09], [-1.18, -0.45, 1.21], [0.64, 3.96, -1.10], [-1.32, -1.60, -3.10], [0.56, -1.01, 1.15]],
  "nbo_charge": [-0.449, 0.469, 0.173, 0.203, -0.062, -0.748, 0.201, 0.198, -0.374, -0.076, 0.189, 0.218, 0.189, 0.178, -0.427, -0.756, 0.217, 0.475, 0.183]
}

---

What did the second record say?
{
  "formula": "C5H12O2",
  "method": "ωB97M-V with the def2-TZVPD basis set",
  "homo_energy_ha": -0.3697,
  "orbital_gap_ha": 0.39701,
  "multiplicity": 1,
  "total_energy_ev": -9474.3375,
  "de_lowest_kj_mol": 77.02,
  "elements": ["O", "H", "H", "C", "H", "H", "H", "H", "H", "C", "H", "H", "H", "C", "C", "O", "C", "H", "H"],
  "positions_angstrom": [[-1.457, -1.152, -2.041], [1.489, -0.197, 0.595], [-1.603, -1.490, -1.146], [-0.176, 0.991, 2.459], [-0.566, 1.908, 2.914], [0.120, -0.747, -3.221], [-0.067, 1.060, -1.561], [0.311, -2.012, 0.464], [1.538, 0.338, -1.630], [0.502, 0.155, -1.315], [0.468, -1.924, -1.955], [0.375, 2.006, 0.629], [-1.198, 1.218, 0.562], [-0.172, 1.105, 0.938], [-0.064, -0.982, -2.168], [-0.280, -1.255, 0.565], [0.462, -0.079, 0.215], [-0.798, 0.154, 2.787], [0.837, 0.833, 2.849]],
  "forces_ev_per_a": [[-0.12, -0.13, 0.27], [-0.16, -0.03, -0.06], [-0.04, 0.19, -0.09], [0.02, -0.03, 0.04], [0.04, -0.16, -0.07], [0.00, -0.05, 0.13], [0.05, -0.11, 0.03], [-0.19, 0.09, 0.07], [-0.14, -0.02, 0.04], [-0.06, 0.05, -0.05], [-0.07, 0.12, -0.04], [-0.08, -0.13, 0.02], [0.12, -0.02, 0.03], [-0.01, 0.04, -0.06], [0.45, 0.04, -0.13], [0.13, -0.23, -0.02], [0.12, 0.24, -0.01], [0.10, 0.11, -0.04], [-0.13, 0.02, -0.07]],
  "nbo_charge": [-0.726, 0.158, 0.482, -0.609, 0.210, 0.183, 0.211, 0.473, 0.210, -0.457, 0.144, 0.205, 0.208, -0.410, -0.055, -0.743, 0.099, 0.218, 0.199]
}